{
  "formula": "C23H42LuN3OP2",
  "method": "wB97M-V/def2-TZVPD",
  "homo_energy_ev": -13.775,
  "relative_energy_kcal_mol": 31.7,
  "total_charge": 2,
  "orbital_gap_ev": 6.347,
  "mol_weight_g_mol": 613.52,
  "symbols": ["Lu", "P", "P", "N", "C", "H", "H", "C", "H", "H", "C", "H", "H", "C", "H", "H", "C", "C", "H", "H", "H", "C", "C", "H", "H", "H", "C", "C", "H", "H", "H", "C", "C", "H", "H", "H", "C", "O", "C", "H", "H", "H", "C", "H", "H", "H", "C", "H", "H", "H", "C", "H", "H", "H", "H", "H", "H", "H", "H", "H", "N", "C", "C", "C", "C", "C", "N", "C", "H", "H", "H", "H"],
  "xyz": [[0.1836, 0.0653, -0.1053], [0.2294, -2.1220, -1.7364], [0.3178, 2.7134, 0.3850], [1.2353, 0.8127, -1.9329], [1.1186, -1.4711, -3.1993], [2.0859, -1.9541, -3.3546], [0.5675, -1.5628, -4.1514], [1.5292, 0.0594, -3.0671], [2.6463, 0.0790, -3.0255], [1.3439, 0.5290, -4.0345], [1.1403, 2.2295, -2.3276], [0.1672, 2.5340, -2.8032], [1.9333, 2.4491, -3.0517], [1.3924, 3.0953, -1.0563], [1.3869, 4.1522, -1.3069], [2.3861, 2.7576, -0.7406], [1.2644, 3.3927, 1.8279], [2.2124, 2.3319, 2.4172], [2.9716, 1.9711, 1.7105], [1.6517, 1.4620, 2.7891], [2.7308, 2.7471, 3.2931], [-1.1948, 3.6750, 0.0548], [-2.3643, 3.2424, 0.9691], [-3.2839, 3.2116, 0.3694], [-2.5261, 3.9410, 1.8019], [-2.2441, 2.2269, 1.3879], [-1.4189, -2.7613, -2.2785], [-2.1860, -3.4757, -1.1508], [-3.2266, -3.6177, -1.4734], [-2.2235, -2.8658, -0.2357], [-1.7930, -4.4706, -0.8871], [1.2690, -3.4903, -1.0382], [0.8197, -3.9341, 0.3619], [1.5536, -4.6581, 0.7422], [-0.1542, -4.4415, 0.3218], [0.7645, -3.1214, 1.1016], [2.2527, -0.4859, 0.3585], [3.3840, -0.7131, 0.4051], [-0.8654, 5.1703, -0.0428], [0.1902, 5.4154, 0.1556], [-1.0664, 5.4873, -1.0768], [-1.4950, 5.7663, 0.6294], [-1.3222, -3.4865, -3.6315], [-2.1204, -4.2344, -3.7276], [-1.4377, -2.7448, -4.4382], [-0.3644, -3.9960, -3.8050], [1.3104, -4.6874, -1.9794], [1.9721, -5.4539, -1.5528], [0.3113, -5.1361, -2.0727], [1.6957, -4.4360, -2.9748], [0.2770, 3.8573, 2.8955], [-0.3956, 3.0302, 3.1637], [0.8076, 4.1464, 3.8152], [-0.3456, 4.7043, 2.5758], [1.8468, 4.2239, 1.3860], [2.2691, -3.0238, -0.9617], [-1.4559, 3.3385, -0.9625], [-1.9645, -1.8169, -2.4686], [-2.5776, 0.5977, -2.8914], [-2.6604, 0.7246, -3.6492], [1.6994, -1.9783, 5.9292], [0.8812, -1.6494, 5.2283], [-0.1449, -1.2210, 4.2504], [-1.5047, -1.0979, 4.5606], [-2.4550, -0.7277, 3.6019], [-1.9725, -0.5039, 2.2919], [-0.6375, -0.6194, 1.9874], [0.2638, -0.9590, 2.9471], [-1.8348, -1.2963, 5.5708], [-3.5156, -0.6174, 3.8128], [-2.6307, -0.2542, 1.4701], [1.3198, -1.0545, 2.6235]]
}